Record 1
A molecular structure, C20H40NP3S2V. Source: the OMol25 dataset; level of theory: ωB97M-V with the def2-TZVPD basis set.

The geometry in XYZ format:
```
67
C20H40NP3S2V | the OMol25 dataset | ωB97M-V with the def2-TZVPD basis set
V 0.46 -0.37 -0.03
S 1.52 -0.28 -2.18
S 0.59 -4.82 0.75
P -1.27 1.83 -1.74
P 1.94 1.26 0.79
P -1.21 0.25 1.65
N 0.66 -2.25 0.70
C -1.13 -2.70 -4.06
C 0.76 -1.52 -3.10
C 1.14 -3.36 -4.63
C 0.14 -3.32 0.04
C -1.96 1.84 2.20
C 1.64 -2.29 -3.90
C 1.99 -3.38 -7.56
C -0.70 -0.41 3.28
C 0.76 -3.90 -7.54
C -2.67 -0.79 1.28
C -0.63 -1.75 -3.16
C -0.67 3.24 -0.80
C -0.85 1.97 -3.47
C 2.79 2.31 -0.43
C 1.57 2.40 2.16
C 1.38 -2.62 1.85
C 1.45 -3.97 2.03
C 3.30 0.25 1.44
C -0.25 -3.45 -4.84
C -3.05 1.66 -1.57
H 1.96 -4.47 2.85
H -0.54 -1.49 3.24
H 4.18 0.90 1.51
H 1.13 1.87 3.01
H 1.82 -1.83 2.46
H 0.60 -4.88 -7.06
H 1.82 -4.04 -5.15
H 0.22 0.08 3.62
H -0.85 3.08 0.27
H -3.35 1.89 -0.54
H -2.57 1.64 3.10
H 3.61 2.82 0.09
H 0.20 2.26 -3.57
H -1.51 -0.19 4.00
H 2.12 3.06 -0.86
H 2.70 -2.03 -3.91
H -1.50 2.74 -3.94
H -0.66 0.58 -1.24
H -1.01 1.01 -3.97
H 0.41 3.38 -0.95
H -3.33 0.63 -1.81
H 3.51 -0.59 0.78
H -2.36 -1.84 1.18
H 2.52 2.85 2.47
H -3.39 -0.71 2.11
H 3.19 1.69 -1.24
H 2.82 -3.93 -7.10
H -0.12 -3.44 -8.01
H -3.14 -0.47 0.35
H 3.04 -0.12 2.43
H -0.63 -4.10 -5.62
H -0.45 -3.24 -0.87
H -1.32 -1.17 -2.53
H 2.23 -2.42 -8.03
H -2.61 2.27 1.43
H -2.21 -2.85 -4.17
H -3.55 2.35 -2.27
H -1.19 4.16 -1.12
H -1.18 2.56 2.47
H 0.89 3.19 1.84
```

The spin multiplicity is 3. Its HOMO-LUMO gap (alpha / beta) is 4.50 / 5.51 eV. Its total charge is +3. The LUMO energy (alpha / beta) is -10.8 / -9.8 eV.

***

Record 2
A molecular structure, C20H40NP3S2V. Source: the OMol25 dataset; level of theory: ωB97M-V with the def2-TZVPD basis set.

The geometry in XYZ format:
```
67
C20H40NP3S2V | the OMol25 dataset | ωB97M-V with the def2-TZVPD basis set
V -1.58 0.58 -1.39
S 1.74 3.16 -0.25
S 1.31 -0.52 -3.50
P 3.79 -1.18 -1.80
P -3.74 0.22 -0.73
P -0.69 -0.52 0.85
N -0.45 2.11 -1.04
C -5.16 0.24 -1.89
C -1.54 0.00 2.42
C 1.70 -4.23 -4.45
C -0.62 -2.33 1.22
C 1.00 -0.11 1.47
C 0.33 3.29 0.78
C 2.70 -2.37 -0.97
C -0.08 -2.88 -2.72
C -0.77 2.72 0.20
C -0.06 -4.28 -2.78
C -2.23 0.07 -3.30
C 5.02 -2.04 -2.77
C -4.17 1.57 0.43
C 0.88 -4.96 -3.56
C -2.07 1.52 -3.33
C 0.85 2.34 -1.44
C 1.56 -2.86 -4.54
C 4.26 0.10 -0.63
C -4.05 -1.30 0.23
C 0.81 -2.16 -3.57
H 1.25 2.03 -2.40
H -5.24 -0.73 -2.38
H 2.92 -3.40 -1.32
H -6.06 0.44 -1.30
H 1.08 -0.43 2.52
H -0.74 -2.35 -2.04
H -3.48 -2.15 -0.18
H -3.00 2.18 -3.32
H 1.65 -2.13 -1.24
H -3.68 2.50 0.13
H -3.25 -0.34 -3.31
H 3.04 -0.55 -2.96
H 5.95 -2.18 -2.20
H 4.59 -2.99 -3.08
H -1.48 -0.57 -3.80
H 5.22 -1.44 -3.67
H -3.79 -1.16 1.29
H 0.90 -6.05 -3.57
H 2.82 -2.32 0.12
H -5.13 -1.53 0.15
H 5.17 0.60 -1.00
H 1.19 0.97 1.42
H -1.53 1.09 2.53
H -3.86 1.29 1.45
H 3.45 0.83 -0.53
H 2.09 -2.25 -5.27
H -5.26 1.69 0.37
H -1.31 1.92 -4.02
H 0.08 -2.84 0.55
H -1.79 2.70 0.57
H 0.32 3.77 1.75
H -0.28 -2.49 2.26
H 4.47 -0.35 0.35
H -5.02 1.03 -2.63
H -0.99 -0.43 3.27
H -1.61 -2.79 1.11
H 2.44 -4.74 -5.06
H 1.76 -0.63 0.89
H -2.58 -0.34 2.48
H -0.79 -4.82 -2.17
```

The spin multiplicity is 3. Its HOMO-LUMO gap (alpha / beta) is 6.85 / 6.21 eV. Its total charge is +3. The LUMO energy (alpha / beta) is -9.8 / -10.7 eV.

***

Record 3
A molecular structure, C20H40NP3S2Zr. Source: the OMol25 dataset; level of theory: ωB97M-V with the def2-TZVPD basis set.

The geometry in XYZ format:
```
67
C20H40NP3S2Zr | the OMol25 dataset | ωB97M-V with the def2-TZVPD basis set
Zr 0.13 0.36 1.02
S -1.48 -0.44 -3.61
S -1.35 0.26 5.38
P 1.58 -1.73 1.84
P 2.16 1.78 2.03
P -1.68 -1.24 0.16
N -1.08 0.64 2.85
C -2.27 1.28 -5.62
C -2.70 -2.33 1.20
C -1.52 0.96 -7.91
C 2.03 3.57 1.70
C -0.92 -2.43 -1.01
C -1.63 0.07 -5.26
C -0.65 2.33 -0.01
C -2.18 1.72 -6.94
C 2.73 -1.69 3.26
C 2.68 -2.19 0.45
C -0.40 0.31 3.97
C 3.76 1.38 1.23
C 2.64 1.84 3.79
C 0.32 1.74 -0.87
C 0.69 -3.29 2.23
C -2.73 0.80 4.45
C -3.00 -0.29 -0.67
C -2.43 0.93 3.12
C -1.03 -0.32 -7.57
C -1.11 -0.77 -6.26
H 1.33 4.01 2.43
H 3.53 2.48 3.88
H -0.58 -0.96 -8.33
H 3.53 -0.95 3.11
H -3.23 -1.75 1.96
H 3.63 1.35 0.14
H -0.74 -1.75 -5.97
H 4.14 0.40 1.56
H 1.82 2.27 4.38
H -3.44 -2.84 0.56
H 0.00 -3.11 3.07
H -3.57 0.29 0.07
H -0.31 -3.16 -0.46
H -3.68 -0.97 -1.19
H 2.19 -1.47 4.19
H -1.72 -2.95 -1.55
H -1.39 1.34 -8.92
H 1.43 -4.04 2.53
H 0.66 0.02 3.99
H -1.72 2.25 -0.21
H -2.79 1.84 -4.85
H 3.25 -3.09 0.74
H 3.18 -2.69 3.35
H 0.00 1.22 -1.78
H 3.38 -1.37 0.24
H -2.62 2.67 -7.23
H 4.47 2.17 1.50
H 1.66 3.76 0.69
H -0.27 0.13 -3.22
H 1.34 2.13 -0.96
H -0.28 -1.92 -1.74
H -2.59 0.42 -1.40
H 0.12 -3.66 1.37
H -3.71 0.95 4.89
H -2.08 -3.08 1.71
H 2.86 0.84 4.18
H 2.09 -2.41 -0.45
H 3.02 4.01 1.83
H -0.41 3.17 0.65
H -3.07 1.23 2.29
```

Its HOMO-LUMO gap (alpha / beta) is 2.15 / 2.21 eV. Its total charge is +4. The LUMO energy (alpha / beta) is -15.7 / -15.7 eV.

***

Record 4
A molecular structure, C20H40P2PtSi. Source: the OMol25 dataset; level of theory: ωB97M-V with the def2-TZVPD basis set.

The geometry in XYZ format:
```
64
C20H40P2PtSi | the OMol25 dataset | ωB97M-V with the def2-TZVPD basis set
Pt 1.08 2.76 3.11
P 0.09 3.69 1.39
P -2.13 3.78 -1.86
Si 0.36 -1.70 0.89
C -3.94 3.59 -1.74
C 0.99 0.76 2.69
C -2.14 4.79 -3.46
C 1.16 -1.60 -0.81
C 1.72 4.65 1.56
C -1.18 4.38 2.57
C 0.42 3.16 -3.09
C -1.81 5.22 -0.70
C -1.34 -2.51 0.63
C -2.28 0.81 -2.31
C 0.48 0.02 1.73
C -2.30 1.14 -0.82
C 0.82 2.99 -1.60
C -1.69 2.52 -0.65
C -0.52 2.12 -3.56
C -1.87 2.04 -3.16
C 1.32 -3.07 1.81
C -0.19 2.47 -0.64
C -0.52 5.23 0.08
C 1.75 0.30 3.88
H -1.30 -3.58 0.92
H 0.91 -4.08 1.65
H 2.38 -3.12 1.49
H -1.63 -2.49 -0.43
H 0.45 -1.79 -1.63
H -1.06 3.83 3.52
H -1.01 5.46 2.73
H 1.97 -2.34 -0.91
H -1.74 0.42 -0.20
H -1.56 0.00 -2.49
H -3.31 1.18 -0.42
H -2.69 5.24 -0.03
H 2.45 4.11 2.21
H -1.37 5.58 -3.46
H -4.44 4.49 -2.10
H -2.62 2.27 -3.94
H -1.85 6.15 -1.30
H 1.10 -0.30 4.53
H 0.35 5.38 -0.58
H -2.05 2.87 0.33
H -2.12 -2.03 1.22
H 1.53 5.64 1.97
H -3.12 5.28 -3.57
H 1.33 3.07 -3.70
H -0.52 6.05 0.82
H -2.17 4.22 2.13
H -2.00 4.18 -4.36
H 0.20 1.58 -0.12
H -0.09 1.31 -4.15
H 1.31 -2.88 2.88
H 2.64 -0.29 3.62
H -4.28 2.75 -2.35
H 2.10 1.17 4.47
H 2.16 4.73 0.57
H -3.25 0.43 -2.65
H 0.07 4.18 -3.25
H 1.59 -0.59 -0.94
H -4.23 3.41 -0.70
H 1.66 2.27 -1.59
H 1.27 3.92 -1.23
```

The spin multiplicity is 3. Its HOMO-LUMO gap (alpha / beta) is 5.84 / 6.47 eV. The LUMO energy (alpha / beta) is -0.3 / -0.4 eV.